No. 1
{
  "formula": "C3H12N3S",
  "method": "ωB97M-V/def2-TZVPD",
  "homo_ev": [-12.755, -12.004],
  "mol_weight_g_mol": 122.22,
  "charge": 1,
  "orbital_gap_ev": [8.0, 6.8],
  "de_lowest_kcal_mol": 137.23,
  "lumo_ev": [-4.76, -5.19],
  "species": ["C", "C", "C", "N", "N", "N", "S", "H", "H", "H", "H", "H", "H", "H", "H", "H", "H", "H", "H"],
  "positions_angstrom": [[1.047, -1.594, -0.497], [0.782, 2.196, -0.483], [1.390, -0.244, -0.281], [-1.122, 0.778, -0.576], [0.133, 0.933, -0.076], [-2.572, -0.858, 1.119], [2.934, 0.212, 0.226], [0.581, -2.055, 0.408], [0.339, -1.629, -1.362], [1.857, -2.281, -0.743], [1.630, 2.314, 0.185], [1.143, 2.174, -1.462], [0.074, 3.158, -0.472], [-1.663, -0.072, -0.078], [-1.658, 1.580, -0.207], [-2.422, -0.682, 2.137], [-2.103, -1.674, 0.673], [-3.598, -1.043, 1.131], [3.229, -1.213, 0.357]]
}

---

No. 2
{
  "formula": "C3H12N3S",
  "method": "ωB97M-V/def2-TZVPD",
  "homo_ev": [-13.412, -13.018],
  "mol_weight_g_mol": 122.22,
  "charge": 1,
  "orbital_gap_ev": [8.0, 7.3],
  "de_lowest_kcal_mol": 166.14,
  "lumo_ev": [-5.37, -5.71],
  "species": ["C", "C", "C", "N", "N", "N", "S", "H", "H", "H", "H", "H", "H", "H", "H", "H", "H", "H", "H"],
  "positions_angstrom": [[1.073, -1.533, 0.251], [-1.964, 0.370, 1.352], [-0.083, -0.864, 0.795], [-0.861, 0.557, -0.911], [-0.876, 0.050, 0.405], [1.444, 1.137, -1.879], [-0.510, -1.230, 3.821], [1.751, -1.593, 1.054], [0.730, -2.434, -0.086], [1.748, -0.899, -0.260], [-1.669, 0.163, 2.316], [-2.418, 1.447, 1.146], [-2.900, -0.174, 1.179], [-1.457, 1.355, -1.031], [0.167, 0.578, -1.370], [1.463, 1.286, -2.866], [2.332, 0.718, -1.661], [1.553, 2.122, -1.560], [-1.396, -2.153, 3.405]]
}

---

No. 3
{
  "formula": "C3H12N4",
  "method": "ωB97M-V/def2-TZVPD",
  "homo_ev": -8.713,
  "mol_weight_g_mol": 104.16,
  "orbital_gap_ev": 9.5,
  "de_lowest_kcal_mol": 19.90,
  "lumo_ev": 0.74,
  "smiles": "C/N=C\\N.NCN",
  "species": ["N", "C", "N", "H", "H", "H", "H", "H", "H", "C", "N", "C", "N", "H", "H", "H", "H", "H", "H"],
  "positions_angstrom": [[-1.556, 0.808, 2.450], [-0.516, -0.148, 2.847], [0.221, -0.827, 1.794], [-1.132, 1.668, 2.124], [-2.102, 0.435, 1.681], [0.203, 0.397, 3.455], [-0.984, -0.914, 3.466], [-0.386, -1.489, 1.326], [0.546, -0.171, 1.090], [1.953, -0.358, -1.862], [-0.769, -0.093, -2.617], [-0.191, 0.539, -1.492], [1.012, 0.478, -1.129], [2.257, -1.166, -1.201], [2.834, 0.241, -2.086], [1.543, -0.815, -2.759], [-1.749, 0.132, -2.706], [-0.298, 0.143, -3.481], [-0.887, 1.141, -0.902]]
}

---

No. 4
{
  "formula": "C3H12N4O",
  "method": "ωB97M-V/def2-TZVPD",
  "homo_ev": -9.029,
  "mol_weight_g_mol": 120.16,
  "orbital_gap_ev": 10.0,
  "de_lowest_kcal_mol": 46.07,
  "lumo_ev": 0.98,
  "smiles": "C[C@@](N)(O)NN.C=N",
  "species": ["C", "C", "N", "H", "H", "H", "H", "H", "H", "H", "N", "C", "N", "N", "O", "H", "H", "H", "H", "H"],
  "positions_angstrom": [[-2.684, 0.660, 1.115], [0.886, 0.932, 0.406], [-2.575, 0.982, -0.090], [-3.288, 1.609, -0.457], [-1.152, 0.040, -0.850], [-1.941, -0.018, 1.521], [-3.476, 0.985, 1.795], [1.142, 1.591, -0.420], [0.011, 1.324, 0.906], [1.718, 0.893, 1.103], [1.819, -1.079, -0.630], [0.586, -0.476, -0.117], [2.421, -0.405, -1.726], [0.077, -1.274, 0.987], [-0.368, -0.459, -1.144], [1.604, -2.021, -0.957], [2.906, 0.411, -1.362], [1.709, -0.099, -2.390], [0.812, -1.411, 1.670], [-0.206, -2.186, 0.640]]
}

---

No. 5
{
  "formula": "C3H12N6",
  "method": "ωB97M-V/def2-TZVPD",
  "homo_ev": -14.943,
  "mol_weight_g_mol": 132.17,
  "charge": 2,
  "orbital_gap_ev": 8.8,
  "de_lowest_kcal_mol": 55.74,
  "lumo_ev": -6.17,
  "species": ["C", "C", "C", "N", "N", "N", "N", "N", "N", "H", "H", "H", "H", "H", "H", "H", "H", "H", "H", "H", "H"],
  "positions_angstrom": [[-6.259, 0.696, 0.537], [-5.672, -0.559, 0.557], [10.906, -0.140, -0.648], [-6.422, 1.395, -0.648], [-5.263, -1.305, 1.481], [-7.042, 2.506, -0.521], [8.958, -0.976, 0.128], [-5.464, -1.322, -1.078], [9.654, 0.029, -0.317], [-6.399, 1.132, 1.497], [11.409, -1.103, -0.310], [11.444, 0.827, -0.824], [-5.362, -1.209, 2.510], [-4.666, -2.101, 1.185], [-7.349, 3.077, -1.364], [-7.241, 2.970, 0.366], [7.946, -1.043, 0.425], [9.467, -1.815, 0.280], [-5.266, -0.513, -1.678], [-6.540, -1.491, -1.238], [9.163, 0.942, -0.339]]
}

---

No. 6
{
  "formula": "C3H12NO",
  "method": "ωB97M-V/def2-TZVPD",
  "homo_ev": -15.817,
  "mol_weight_g_mol": 78.13,
  "charge": 1,
  "orbital_gap_ev": 12.6,
  "de_lowest_kcal_mol": 8.93,
  "lumo_ev": -3.26,
  "species": ["C", "C", "C", "N", "H", "H", "H", "H", "H", "H", "H", "H", "H", "H", "H", "H", "O"],
  "positions_angstrom": [[0.126, 0.975, -0.027], [0.903, -0.342, 0.073], [2.309, -0.278, -0.501], [-1.214, 0.709, -0.707], [0.645, 1.694, -0.643], [-0.124, 1.331, 0.960], [0.900, -0.672, 1.108], [0.369, -1.123, -0.461], [2.522, 0.544, -1.183], [2.558, -1.190, -1.027], [3.064, -0.179, 0.286], [-1.739, 0.120, -0.039], [-1.049, 0.274, -1.610], [-1.757, 1.564, -0.848], [-1.905, -1.651, 1.617], [-3.225, -0.888, 1.734], [-2.382, -0.887, 1.268]]
}

---

No. 7
{
  "formula": "C3H12NO",
  "method": "ωB97M-V/def2-TZVPD",
  "homo_ev": -15.255,
  "mol_weight_g_mol": 78.13,
  "charge": 1,
  "orbital_gap_ev": 11.9,
  "de_lowest_kcal_mol": 43.46,
  "lumo_ev": -3.40,
  "species": ["C", "O", "H", "H", "H", "H", "C", "C", "N", "H", "H", "H", "H", "H", "H", "H", "H"],
  "positions_angstrom": [[1.778, 1.863, 0.723], [1.674, 1.497, -0.649], [2.571, 2.486, 1.048], [2.058, 0.879, 1.203], [0.871, 2.227, 1.123], [2.161, 2.114, -1.302], [-2.133, -1.619, -0.449], [-1.296, -0.537, 0.202], [0.167, -0.675, -0.167], [-1.939, -1.570, -1.490], [-3.140, -1.458, -0.167], [-1.699, -2.609, -0.245], [-1.301, -0.644, 1.266], [-1.517, 0.459, -0.199], [0.548, -1.389, 0.610], [0.417, -1.177, -1.090], [0.779, 0.155, -0.415]]
}

---

No. 8
{
  "formula": "C3H12NO2",
  "method": "ωB97M-V/def2-TZVPD",
  "homo_ev": -14.307,
  "mol_weight_g_mol": 94.13,
  "charge": 1,
  "orbital_gap_ev": 11.3,
  "de_lowest_kcal_mol": 16.80,
  "lumo_ev": -3.04,
  "species": ["C", "C", "C", "N", "H", "H", "H", "H", "H", "H", "H", "H", "H", "H", "O", "H", "H", "O"],
  "positions_angstrom": [[1.476, 2.865, 0.394], [0.611, 1.682, 0.566], [-0.705, 1.619, 0.612], [-1.367, 0.333, 0.945], [2.345, 2.633, -0.226], [1.878, 3.164, 1.361], [0.978, 3.730, -0.039], [1.081, 0.725, 0.645], [-1.386, 2.436, 0.428], [-1.139, -0.019, 1.871], [-1.083, -0.386, 0.262], [-2.375, 0.447, 0.851], [-0.445, -2.559, -0.733], [0.838, -2.085, -0.090], [-0.065, -1.785, -0.268], [-0.862, -4.336, -2.616], [0.545, -4.400, -2.103], [-0.325, -4.063, -1.860]]
}

---

No. 9
{
  "formula": "C3H12NO2",
  "method": "ωB97M-V/def2-TZVPD",
  "homo_ev": -15.473,
  "mol_weight_g_mol": 94.13,
  "charge": 1,
  "orbital_gap_ev": 11.1,
  "de_lowest_kcal_mol": 19.44,
  "lumo_ev": -4.37,
  "species": ["C", "C", "C", "N", "H", "H", "H", "H", "H", "H", "H", "H", "H", "H", "O", "H", "H", "O"],
  "positions_angstrom": [[2.233, 0.664, -0.096], [0.791, 1.110, 0.103], [0.049, -0.347, 1.831], [-0.115, 0.101, 0.662], [2.728, 0.587, 0.874], [2.238, -0.265, -0.651], [2.766, 1.419, -0.618], [0.671, 2.000, 0.726], [0.365, 1.486, -0.819], [-0.590, -1.159, 2.158], [0.754, 0.127, 2.482], [-0.751, -0.417, 0.045], [-2.416, 0.437, -1.977], [-1.239, 0.977, -2.790], [-1.454, 0.490, -1.989], [-1.474, -2.937, 0.199], [-2.707, -2.225, -0.273], [-1.849, -2.049, 0.133]]
}

---

No. 10
{
  "formula": "C3H12NO2",
  "method": "ωB97M-V/def2-TZVPD",
  "homo_ev": -14.740,
  "mol_weight_g_mol": 94.13,
  "charge": 1,
  "orbital_gap_ev": 11.6,
  "de_lowest_kcal_mol": 13.77,
  "lumo_ev": -3.11,
  "species": ["C", "C", "C", "O", "N", "H", "H", "H", "H", "H", "H", "H", "H", "H", "H", "H", "H", "O"],
  "positions_angstrom": [[-0.572, 1.350, -0.120], [0.314, 0.886, -1.257], [1.548, 0.128, -0.680], [1.080, -1.115, -0.130], [-1.438, 0.246, 0.406], [-1.198, 2.193, -0.424], [0.051, 1.841, 0.625], [-0.204, 0.258, -1.986], [0.729, 1.699, -1.856], [2.421, -0.025, -1.305], [1.811, 0.706, 0.212], [1.248, -1.875, -0.693], [-1.731, -0.217, -0.441], [-2.246, 0.621, 0.902], [-0.979, -0.461, 1.045], [-0.745, -2.388, 2.510], [0.425, -1.812, 1.539], [-0.514, -2.034, 1.655]]
}

---

No. 11
{
  "formula": "C3H12NO2S",
  "method": "ωB97M-V/def2-TZVPD",
  "homo_ev": -4.003,
  "mol_weight_g_mol": 126.20,
  "charge": -1,
  "orbital_gap_ev": 4.0,
  "de_lowest_kcal_mol": 156.91,
  "lumo_ev": 0.01,
  "species": ["C", "C", "C", "S", "N", "H", "H", "H", "H", "H", "H", "H", "H", "H", "H", "O", "H", "H", "O"],
  "positions_angstrom": [[-0.937, -0.093, -0.653], [-0.514, 0.956, 0.355], [0.511, 0.559, 1.423], [0.083, -0.755, 2.587], [0.517, 3.055, -0.605], [-1.967, 0.045, -0.979], [-0.980, -1.054, -0.108], [-0.319, -0.213, -1.541], [-1.376, 1.348, 0.925], [1.364, 0.131, 0.880], [0.883, 1.449, 1.928], [0.020, 1.869, -0.262], [0.889, 3.653, 0.127], [1.195, 3.015, -1.363], [-1.176, -3.535, -1.831], [-0.704, -2.729, -1.593], [0.820, -2.396, 1.026], [0.465, -2.712, -0.486], [1.226, -2.593, 0.170]]
}

---

No. 12
{
  "formula": "C3H12NO2S",
  "method": "ωB97M-V/def2-TZVPD",
  "homo_ev": -2.992,
  "mol_weight_g_mol": 126.20,
  "charge": -1,
  "orbital_gap_ev": 6.7,
  "de_lowest_kcal_mol": 47.70,
  "lumo_ev": 3.72,
  "species": ["C", "N", "C", "C", "S", "H", "H", "H", "H", "H", "H", "H", "H", "H", "H", "O", "H", "H", "O"],
  "positions_angstrom": [[-0.351, -0.723, 2.230], [-0.012, -0.172, 0.947], [-0.203, 1.254, 0.792], [0.666, 1.712, -0.398], [2.284, 1.043, -0.552], [-0.672, 0.137, 2.956], [0.542, -1.173, 2.730], [-1.302, -1.377, 2.063], [0.863, -0.518, 0.408], [-1.192, 1.366, 0.478], [-0.032, 1.719, 1.860], [0.875, 2.822, -0.405], [0.036, 1.438, -1.312], [-1.349, 0.374, -1.639], [-0.953, -0.985, -1.476], [-1.585, -0.533, -1.981], [0.492, -2.474, -1.626], [1.022, -1.489, -2.551], [0.870, -2.422, -2.525]]
}